#A
Entry from OMol25: a 2-piece molecular cluster, H4OS2 overall (wB97M-V/def2-TZVPD).

Calculated values
LUMO energy in eV: 0.4
Orbital gap in hartree: 0.37094

```
! RIJCOSX wB97M-V def2-TZVPD def2/J DEFGRID3
* xyz 0 1
S -1.00712 0.95802 1.47236
H -0.74011 -3.55333 3.03658
S 0.00000 0.00000 0.00000
H 1.25046 0.47971 0.16949
H 0.49085 -2.94435 2.30274
O -0.19552 -3.64482 2.22215
H -0.97584 -0.00386 2.41909
*
```



#B
Entry from OMol25: a 2-piece molecular cluster, H4OS2 overall (wB97M-V/def2-TZVPD).

Calculated values
LUMO energy in eV: 0.0
Orbital gap in hartree: 0.36366

```
! RIJCOSX wB97M-V def2-TZVPD def2/J DEFGRID3
* xyz 0 1
H 0.38428 -1.77265 2.23943
S 0.56844 0.80963 -0.65245
H 0.25416 -0.52347 1.31898
O 0.78946 -0.89483 2.05640
S -0.39199 1.01347 -2.53194
H -0.34543 1.38783 0.15566
H -1.25891 -0.01998 -2.58608
*
```



Relative energies, in kJ/mol, with the most stable structure set to zero: #A 0.0; #B 7.2.



#A
Entry from OMol25: one molecule with the formula C4H8F2N2 (wB97M-V/def2-TZVPD).

Calculated values
LUMO energy in eV: 0.9
Orbital gap in hartree: 0.35499

```
! RIJCOSX wB97M-V def2-TZVPD def2/J DEFGRID3
* xyz 0 1
H -0.88615 -2.99591 -0.08817
H -1.02058 -0.51252 -0.61341
H -0.88711 2.82075 0.92663
H -0.43756 3.16882 -1.35895
C -0.30263 -0.93545 0.06313
C 0.00852 -2.39334 -0.18526
N 0.28279 -0.31580 0.99094
C -0.01200 2.24373 -0.92972
H -1.70447 1.45957 0.12908
H 0.40895 -2.51016 -1.20814
H 0.70820 1.42011 1.79023
F -0.12288 1.24666 -1.89744
H 1.06913 2.40696 -0.72644
N -0.03522 0.98501 1.28157
F 0.91594 -2.87904 0.71913
C -0.71404 1.87662 0.35959
*
```



#B
Entry from OMol25: a 2-piece molecular cluster, C4H8F2N2 overall (wB97M-V/def2-TZVPD).

Calculated values
LUMO energy in eV: 0.8
Orbital gap in hartree: 0.34022

```
! RIJCOSX wB97M-V def2-TZVPD def2/J DEFGRID3
* xyz 0 1
F -0.90276 -1.74868 -0.57706
H 2.92731 1.17265 -0.61910
H -2.14303 0.79903 1.22422
H -0.54689 0.40619 -1.99525
N 2.45840 -0.55166 0.16416
N -0.11011 1.66312 -0.50708
H -2.84462 0.03802 -0.20369
C 2.61055 0.13627 -0.96082
C -0.93175 -0.50688 0.01709
H 2.19420 -1.49811 -0.03087
H -2.44788 -1.02071 1.21480
C -0.47054 0.54936 -0.92599
H 2.46498 -0.24903 1.08898
F -0.03762 -0.72126 0.98352
H 0.00147 1.68263 0.52480
C -2.22171 -0.15095 0.60228
*
```



Relative energies, in kJ/mol, with the most stable structure set to zero: #A 0.0; #B 145.2.



#A
Entry from OMol25: one molecule with the formula C3H6N2OS (wB97M-V/def2-TZVPD).

Calculated values
LUMO energy in eV: -0.1
Orbital gap in hartree: 0.27765

```
! RIJCOSX wB97M-V def2-TZVPD def2/J DEFGRID3
* xyz 0 1
H -0.23207 1.45404 1.36015
O 0.08760 -2.10556 0.30174
S 2.45668 0.98002 -0.21788
N 1.16971 -1.28582 0.40702
C -0.73533 -0.49301 -0.93843
N -0.11111 0.46703 -0.38890
H 2.04500 -1.74125 0.65414
H -0.96987 2.27321 0.13573
C 1.19816 -0.01690 0.00060
H -1.80352 0.90412 0.71240
H -1.90943 -0.55205 -0.85992
C -0.89539 1.29314 0.56036
H -0.30043 -1.17696 -1.72703
*
```



#B
Entry from OMol25: C3H6N2OS as an isolated structure (wB97M-V/def2-TZVPD).

Calculated values
LUMO energy in eV: 0.0
Orbital gap in hartree: 0.31631

```
! RIJCOSX wB97M-V def2-TZVPD def2/J DEFGRID3
* xyz 0 1
C -1.84481 -0.01154 0.51374
H 2.65602 -1.43257 -0.19913
H 2.92958 0.49318 -1.37631
S 0.84913 0.33664 0.71610
H -2.75849 -0.03678 -0.13117
H -2.79165 1.16731 2.43895
C 2.09849 -0.31440 -0.78658
H -2.14392 -0.93537 1.25798
O 1.02094 -0.91368 -1.62307
N -2.04828 1.33630 1.30961
C -0.64555 -0.22841 -0.08124
N -0.31469 -0.71735 -1.30703
H -0.75323 1.66083 1.64309
*
```



Relative energies, in kJ/mol, with the most stable structure set to zero: #A 0.0; #B 408.6.